<A>
Entry from OMol25: 2 unconnected molecules or ions with the total composition C3H4N2O2 (ωB97M-V/def2-TZVPD).

The value obtained for the HOMO-LUMO gap (alpha / beta) is 8.220 / 7.280 eV. The expectation value of S² is 2.025. The spin multiplicity is 3.

Geometry as XYZ:
```
11
C3H4N2O2 (ωB97M-V/def2-TZVPD)
C -0.96 -1.71 -1.79
C -0.06 -0.27 1.21
C -0.20 0.90 0.68
N -0.20 -2.11 -1.03
N 0.97 1.46 0.12
O 1.98 0.79 0.05
O 0.98 2.61 -0.20
H -0.79 -0.99 1.72
H 0.95 -0.64 1.13
H -1.67 -1.70 -2.57
H -1.01 1.67 0.69
```

<B>
Entry from OMol25: a molecular structure, C3H4N2O2 (ωB97M-V/def2-TZVPD).

The value obtained for the HOMO-LUMO gap (alpha / beta) is 8.975 / 8.254 eV. The expectation value of S² is 2.008. The spin multiplicity is 3.

Geometry as XYZ:
```
11
C3H4N2O2 (ωB97M-V/def2-TZVPD)
C 0.11 0.25 0.81
C -1.12 -0.53 0.41
C -0.31 1.08 -0.44
N -1.32 0.04 -0.71
N 1.11 -1.06 -0.74
O 1.25 -0.53 0.55
O 1.98 -1.80 -1.05
H 0.25 0.72 1.78
H -1.61 -1.38 0.84
H -0.77 2.04 -0.22
H 0.44 1.18 -1.23
```

Most stable to least stable, the ends of the list are <B> and <A>.

<A>
Entry from OMol25: C11H15NO in the gas phase (ωB97M-V/def2-TZVPD).

Its SMILES is COC[C@@H]1Cc2ccccc2CN1. The value obtained for the HOMO-LUMO gap is 9.570 eV.

Geometry as XYZ:
```
28
C11H15NO (ωB97M-V/def2-TZVPD)
C 2.52 -2.57 1.02
O 1.76 -1.60 1.81
C 0.36 -1.55 1.26
C -0.29 -0.35 1.71
C -1.59 -0.15 0.80
C -1.27 0.53 -0.56
C -2.11 0.51 -1.60
C -2.02 1.31 -2.75
C -0.85 2.06 -2.86
C 0.20 1.89 -1.84
C -0.11 1.32 -0.65
C 0.96 1.28 0.50
N 0.33 0.88 1.71
H 3.61 -2.38 1.26
H 2.20 -2.40 -0.12
H 2.20 -3.62 1.25
H 0.30 -1.53 0.06
H -0.21 -2.42 1.67
H -0.68 -0.44 2.73
H -2.28 -1.04 0.79
H -2.14 0.50 1.42
H -2.95 -0.39 -1.75
H -2.80 1.26 -3.54
H -0.41 2.66 -3.71
H 1.23 2.26 -1.93
H 1.18 2.29 0.65
H 1.91 0.68 0.19
H 0.95 1.00 2.47
```

<B>
Entry from OMol25: 2 unconnected molecules or ions with the total composition C11H15NO (ωB97M-V/def2-TZVPD).

The value obtained for the HOMO-LUMO gap is 7.549 eV.

Geometry as XYZ:
```
28
C11H15NO (ωB97M-V/def2-TZVPD)
C 1.23 1.11 3.20
C 0.85 2.29 -0.10
C 2.21 1.85 3.56
C -0.12 -2.17 -0.59
C -0.52 -1.04 -1.19
C 1.04 1.03 -0.92
C -0.22 0.25 -0.55
C -0.92 0.95 0.39
C -0.10 -3.54 -1.10
C -0.77 -0.84 -2.69
C -2.09 0.57 1.22
N -0.26 2.16 0.61
O 1.60 3.23 0.08
H 2.92 1.62 4.31
H 2.37 2.78 2.97
H 0.41 -2.07 0.32
H 1.17 1.17 -1.96
H 2.07 0.60 -0.54
H -0.99 -4.14 -0.59
H -0.46 -3.49 -2.19
H 0.70 -4.18 -0.79
H -0.15 -1.48 -3.35
H -1.88 -1.11 -2.84
H -0.46 0.20 -2.94
H -3.14 0.77 0.84
H -1.97 1.13 2.16
H -2.07 -0.52 1.31
H -0.43 2.89 1.35
```

<C>
Entry from OMol25: C11H15NO in the gas phase (ωB97M-V/def2-TZVPD).

Its SMILES is C[C@H](N)Cc1ccc2c(c1)CCO2. The value obtained for the HOMO-LUMO gap is 8.813 eV.

Geometry as XYZ:
```
28
C11H15NO (ωB97M-V/def2-TZVPD)
C -2.63 -0.48 -1.11
C -1.73 -0.27 -2.28
N -1.21 -1.53 -2.78
C -0.53 0.63 -1.93
C 0.20 0.28 -0.73
C 1.04 -0.85 -0.72
C 1.75 -1.19 0.40
C 1.67 -0.38 1.51
C 0.86 0.74 1.54
C 0.20 1.10 0.40
C 1.24 1.48 2.80
C 1.91 0.42 3.59
O 2.41 -0.50 2.62
H -3.45 -1.19 -1.38
H -3.12 0.44 -0.74
H -2.09 -1.04 -0.30
H -2.36 0.22 -3.08
H -0.67 -1.38 -3.64
H -1.96 -2.17 -2.96
H 0.13 0.65 -2.80
H -0.91 1.64 -1.85
H 1.16 -1.47 -1.66
H 2.34 -2.09 0.45
H -0.45 1.99 0.33
H 1.91 2.32 2.64
H 0.37 2.00 3.29
H 2.72 0.77 4.20
H 1.19 -0.13 4.22
```

Most stable to least stable, the ends of the list are <C> and <B>.

<A>
Entry from OMol25: 9 unconnected molecules or ions with the total composition C6H27NO9 (ωB97M-V/def2-TZVPD).

Its SMILES is C[C@@H]1CCCN1C=O.O.O.O.O.O.O.O.O. The value obtained for the HOMO-LUMO gap is 9.730 eV.

Geometry as XYZ:
```
43
C6H27NO9 (ωB97M-V/def2-TZVPD)
C -0.05 0.05 1.77
C 1.37 0.26 1.20
C 1.99 1.56 1.70
C 2.22 2.54 0.54
C 1.98 1.64 -0.63
N 1.35 0.41 -0.26
C 0.75 -0.35 -1.24
O -0.13 -1.19 -1.03
H -0.83 -0.46 1.12
H 0.00 -0.76 2.48
H -0.53 0.92 2.11
H 1.89 -0.69 1.49
H 1.11 1.89 2.36
H 2.79 1.46 2.46
H 3.18 3.05 0.56
H 1.39 3.30 0.55
H 2.96 1.56 -1.18
H 1.25 2.13 -1.46
H 0.85 -0.19 -2.26
O -2.13 3.36 -0.54
H -2.62 2.74 0.01
H -1.48 3.67 0.14
O 1.28 -2.62 0.44
H 0.76 -3.33 0.02
H 1.07 -2.44 1.34
O -2.57 -0.02 -1.73
H -1.67 -0.33 -1.61
H -2.55 0.94 -2.11
O 3.77 -2.59 0.47
H 3.98 -1.95 -0.19
H 2.85 -2.95 0.44
O -0.79 -3.95 1.57
H -1.38 -4.69 1.51
H -0.88 -3.42 0.78
O -2.09 -3.42 -1.37
H -2.49 -2.77 -0.78
H -1.52 -2.74 -1.87
O -2.88 1.09 0.73
H -3.64 0.86 1.28
H -2.63 0.42 0.05
O -1.79 2.00 -3.01
H -1.60 2.68 -2.35
H -2.53 2.36 -3.52
```

<B>
Entry from OMol25: 9 unconnected molecules or ions with the total composition C6H27NO9 (ωB97M-V/def2-TZVPD).

Its SMILES is NCC/C=C/C=C/O.O.O.O.O.O.O.O.O. The value obtained for the HOMO-LUMO gap is 8.614 eV.

Geometry as XYZ:
```
43
C6H27NO9 (ωB97M-V/def2-TZVPD)
N 2.61 -0.67 1.79
C 1.92 0.10 2.81
C 0.42 -0.13 3.12
C -0.50 -0.28 1.88
C -0.09 0.04 0.65
C -0.93 0.01 -0.56
C -1.12 1.12 -1.28
O -1.71 1.07 -2.52
H 2.84 -1.57 2.18
H 2.21 -0.75 0.87
H 1.99 1.17 2.56
H 2.43 -0.06 3.75
H 0.37 -1.09 3.66
H -0.03 0.68 3.68
H -1.45 -0.66 2.15
H 0.90 0.46 0.49
H -1.51 -0.82 -0.89
H -0.93 2.13 -0.97
H -1.83 1.97 -2.85
O -3.02 -1.35 1.11
H -3.82 -1.70 1.55
H -2.49 -2.01 1.61
O 0.75 -2.21 -1.34
H 1.18 -1.97 -2.15
H 1.11 -1.63 -0.67
O 2.40 -0.28 -1.95
H 3.04 -0.62 -2.59
H 2.93 0.46 -1.61
O 2.02 3.03 0.53
H 2.44 3.81 0.91
H 1.25 2.93 1.10
O -1.84 2.61 1.48
H -2.09 3.32 0.89
H -1.86 1.76 1.04
O -1.78 -3.03 -2.13
H -1.35 -2.66 -1.36
H -1.05 -3.34 -2.66
O 3.92 1.22 0.14
H 3.97 0.50 0.79
H 3.07 1.69 0.24
O -3.46 -1.08 -2.65
H -2.56 -1.46 -2.57
H -3.61 -0.61 -1.83
```

Most stable to least stable, the ends of the list are <A> and <B>.

<A>
Entry from OMol25: 2 unconnected molecules or ions with the total composition C4H10O2 (ωB97M-V/def2-TZVPD).

Its SMILES is OC1CC1.CO. The value obtained for the HOMO-LUMO gap is 10.918 eV.

Geometry as XYZ:
```
16
C4H10O2 (ωB97M-V/def2-TZVPD)
O 2.10 2.00 -0.76
C 1.82 0.80 -0.11
C 0.47 0.55 0.47
C 0.91 -0.14 -0.81
H 2.23 2.67 -0.08
H 2.66 0.35 0.42
H 0.38 -0.01 1.39
H -0.28 1.32 0.35
H 1.17 -1.20 -0.81
H 0.46 0.21 -1.74
C -2.50 -0.85 0.15
O -1.45 -1.68 0.61
H -2.82 -0.14 0.92
H -2.21 -0.25 -0.73
H -3.35 -1.47 -0.13
H -0.65 -1.39 0.16
```

<B>
Entry from OMol25: C4H10O2 in the gas phase (ωB97M-V/def2-TZVPD).

Its SMILES is OCCCCO. The value obtained for the HOMO-LUMO gap is 11.224 eV.

Geometry as XYZ:
```
16
C4H10O2 (ωB97M-V/def2-TZVPD)
O 2.95 -0.06 -0.64
C 1.78 0.59 -0.05
C 0.67 -0.42 0.30
C -0.64 0.33 0.46
C -1.79 -0.39 -0.39
O -3.08 0.24 -0.05
H 3.25 -0.72 0.05
H 1.54 1.28 -0.84
H 1.95 1.20 0.92
H 1.08 -0.66 1.34
H 0.80 -1.24 -0.36
H -1.03 0.31 1.44
H -0.63 1.32 0.15
H -1.46 -0.32 -1.44
H -1.77 -1.44 -0.11
H -3.62 0.00 -0.80
```

<C>
Entry from OMol25: C4H10O2 in the gas phase (ωB97M-V/def2-TZVPD).

Its SMILES is CC[C@@H](O)CO. The value obtained for the HOMO-LUMO gap is 11.089 eV.

Geometry as XYZ:
```
16
C4H10O2 (ωB97M-V/def2-TZVPD)
C -2.10 -0.64 -0.09
C -1.01 0.27 0.48
C 0.38 -0.09 -0.01
O 0.37 -0.42 -1.38
C 1.51 0.91 0.19
O 2.64 0.15 -0.25
H -3.07 -0.40 0.35
H -2.18 -0.52 -1.18
H -1.89 -1.69 0.11
H -1.25 1.32 0.26
H -0.98 0.18 1.57
H 0.79 -0.98 0.59
H 1.31 -0.40 -1.61
H 1.62 1.22 1.23
H 1.42 1.80 -0.45
H 2.44 -0.71 0.17
```

<D>
Entry from OMol25: a molecular structure, C4H10O2 (ωB97M-V/def2-TZVPD).

The value obtained for the HOMO-LUMO gap is 10.756 eV.

Geometry as XYZ:
```
16
C4H10O2 (ωB97M-V/def2-TZVPD)
C 1.02 0.76 0.09
O 1.52 -0.57 -0.04
C 0.27 -0.97 -0.65
C -0.19 -2.35 -0.28
C -0.42 0.26 -0.06
O -1.07 3.18 -0.76
H 1.33 1.23 1.04
H 1.37 1.39 -0.75
H -0.23 2.73 -0.72
H 0.37 -0.87 -1.74
H 0.56 -3.09 -0.57
H -1.12 -2.58 -0.81
H -0.37 -2.43 0.79
H -1.12 0.80 -0.70
H -0.87 0.05 0.91
H -1.50 2.96 0.08
```

Most stable to least stable, the ends of the list are <C> and <A>.

<A>
Entry from OMol25: 3 unconnected molecules or ions with the total composition CH6N2O3S (ωB97M-V/def2-TZVPD).

The value obtained for the HOMO-LUMO gap is 10.122 eV.

Geometry as XYZ:
```
13
CH6N2O3S (ωB97M-V/def2-TZVPD)
C 1.79 -0.73 -0.20
N -1.45 1.67 0.24
N 2.72 0.01 -0.64
O 1.89 -1.58 0.81
O -1.49 -1.17 0.82
O -2.49 -0.68 -1.34
S -2.53 -0.49 0.09
H 0.96 -0.72 -0.81
H -0.46 1.84 0.27
H -2.13 2.17 0.85
H -1.66 2.00 -0.74
H 3.61 -0.04 -0.17
H 1.24 -2.28 0.81
```

<B>
Entry from OMol25: 2 unconnected molecules or ions with the total composition CH6N2O3S (ωB97M-V/def2-TZVPD).

Its SMILES is [H]/N=C/S(=O)(=O)O.N. The value obtained for the HOMO-LUMO gap is 10.415 eV.

Geometry as XYZ:
```
13
CH6N2O3S (ωB97M-V/def2-TZVPD)
H -0.14 -2.32 1.39
N 0.37 -1.68 0.80
C -0.30 -1.05 -0.04
S 0.49 0.26 -1.03
O 1.35 1.16 -0.37
O -0.60 0.72 -1.82
O 1.45 -0.65 -2.00
H -1.30 -1.16 -0.32
H 2.23 -0.75 -1.48
N -0.98 1.17 1.46
H 0.02 1.06 1.16
H -1.47 1.14 0.50
H -1.12 2.11 1.76
```

Most stable to least stable, the ends of the list are <A> and <B>.

<A>
Entry from OMol25: a molecular structure, C5H8N2 (ωB97M-V/def2-TZVPD).

The value obtained for the HOMO-LUMO gap (alpha / beta) is 8.327 / 8.326 eV.

Geometry as XYZ:
```
15
C5H8N2 (ωB97M-V/def2-TZVPD)
C -0.85 1.44 0.06
C -0.21 0.09 0.02
C -1.09 -1.09 0.43
N 0.42 -0.36 -1.16
C 1.19 -0.10 0.55
C 2.30 -0.18 -0.37
N 3.26 -0.59 -0.88
H -1.32 1.61 1.04
H -1.62 1.48 -0.71
H -0.11 2.23 -0.11
H -1.93 -1.11 -0.28
H -0.55 -2.03 0.31
H -1.48 -1.01 1.45
H 0.69 0.47 -1.72
H 1.29 -0.85 1.36
```

<B>
Entry from OMol25: C5H8N2 in the gas phase (ωB97M-V/def2-TZVPD).

Its SMILES is C=NN1CC=CC1. The value obtained for the HOMO-LUMO gap is 9.539 eV.

Geometry as XYZ:
```
15
C5H8N2 (ωB97M-V/def2-TZVPD)
C -1.29 0.43 -2.14
N -0.13 0.61 -1.62
N 0.28 -0.11 -0.56
C -0.72 -0.62 0.41
C 0.04 -0.65 1.68
C 1.25 -0.10 1.53
C 1.40 0.51 0.17
H -1.98 -0.30 -1.73
H -1.50 0.98 -3.05
H -1.05 -1.63 0.09
H -1.63 0.03 0.41
H -0.35 -1.07 2.58
H 1.96 0.02 2.32
H 2.38 0.31 -0.29
H 1.33 1.60 0.21
```

Most stable to least stable, the ends of the list are <B> and <A>.

<A>
Entry from OMol25: C5H8N2 in the gas phase (ωB97M-V/def2-TZVPD).

Its SMILES is Cc1cnn(C)c1. The value obtained for the HOMO-LUMO gap is 9.435 eV.

Geometry as XYZ:
```
15
C5H8N2 (ωB97M-V/def2-TZVPD)
C 1.42 2.03 0.28
C 0.66 0.80 -0.06
C 0.31 0.29 -1.36
N -0.04 -0.98 -1.37
N -0.55 -1.02 -0.09
C -1.56 -1.98 0.25
C 0.04 -0.12 0.75
H 1.10 2.85 -0.34
H 1.25 2.31 1.33
H 2.49 1.86 0.12
H 0.47 0.81 -2.30
H -1.18 -2.69 0.99
H -1.80 -2.54 -0.66
H -2.47 -1.50 0.64
H -0.13 -0.12 1.81
```

<B>
Entry from OMol25: C5H8N2 in the gas phase (ωB97M-V/def2-TZVPD).

Its SMILES is CC1(C)CN1C#N. The value obtained for the HOMO-LUMO gap is 10.737 eV.

Geometry as XYZ:
```
15
C5H8N2 (ωB97M-V/def2-TZVPD)
C -0.02 -1.44 -0.10
C -0.04 0.06 0.24
C -0.94 0.36 1.41
C 1.27 0.77 -0.01
N 0.10 1.06 -0.74
C -0.03 0.71 -2.08
N -0.32 0.52 -3.17
H 0.73 -1.64 -0.97
H -1.07 -1.68 -0.45
H 0.10 -2.19 0.71
H -0.35 -0.03 2.32
H -1.92 -0.03 1.38
H -0.95 1.53 1.50
H 1.52 1.71 0.61
H 1.94 0.28 -0.66
```

<C>
Entry from OMol25: 2 unconnected molecules or ions with the total composition C5H8N2 (ωB97M-V/def2-TZVPD).

The value obtained for the HOMO-LUMO gap is 7.341 eV.

Geometry as XYZ:
```
15
C5H8N2 (ωB97M-V/def2-TZVPD)
C -0.99 0.23 -1.36
N -0.45 -0.06 -0.25
C -1.21 -0.05 1.05
C -0.25 -0.55 1.87
C 1.04 -0.81 1.20
C 0.93 -0.49 -0.10
N 1.74 -0.56 -1.24
H -0.40 0.17 -2.27
H -2.04 0.51 -1.35
H -2.34 2.64 0.00
H -2.23 2.03 0.44
H -0.39 -0.71 2.94
H 1.94 -1.19 1.67
H 2.36 0.24 -1.34
H 2.29 -1.40 -1.27
```

Most stable to least stable, the ends of the list are <A> and <C>.

<A>
Entry from OMol25: a molecular structure, C5H8N2 (ωB97M-V/def2-TZVPD).

The value obtained for the HOMO-LUMO gap is 10.453 eV.

Geometry as XYZ:
```
15
C5H8N2 (ωB97M-V/def2-TZVPD)
C 2.24 1.14 0.36
C 1.65 -0.24 0.05
C 0.13 -0.35 -0.15
C -0.73 -0.42 1.07
N -2.07 -0.18 0.45
C -1.68 -0.18 -0.79
N -0.37 0.02 -1.31
H 3.32 1.00 0.30
H 1.93 1.90 -0.33
H 2.02 1.57 1.33
H 2.11 -0.74 -0.80
H 1.92 -0.98 0.82
H -0.80 -1.43 1.51
H -0.50 0.43 1.81
H -2.37 -0.37 -1.61
```

<B>
Entry from OMol25: 2 unconnected molecules or ions with the total composition C5H8N2 (ωB97M-V/def2-TZVPD).

The value obtained for the HOMO-LUMO gap (alpha / beta) is 8.524 / 6.886 eV.

Geometry as XYZ:
```
15
C5H8N2 (ωB97M-V/def2-TZVPD)
C -1.35 -1.80 -0.63
C -2.59 0.99 0.33
C 1.56 -0.10 0.40
C -0.42 -1.02 -0.29
C 2.79 0.61 0.05
N -1.53 0.74 0.92
N 0.79 -0.63 -0.44
H -1.22 -2.68 -1.13
H -2.33 -1.35 -0.46
H -3.40 1.73 0.51
H -2.77 0.68 -0.74
H 1.17 0.18 1.44
H 3.27 1.01 1.00
H 3.62 0.12 -0.47
H 2.42 1.51 -0.48
```

<C>
Entry from OMol25: 2 unconnected molecules or ions with the total composition C5H8N2 (ωB97M-V/def2-TZVPD).

The value obtained for the HOMO-LUMO gap (alpha / beta) is 6.649 / 6.739 eV.

Geometry as XYZ:
```
15
C5H8N2 (ωB97M-V/def2-TZVPD)
C -2.27 0.01 -0.41
N -0.78 0.17 -0.43
C -0.05 -0.86 0.13
C 1.16 -0.21 0.49
C 2.44 -0.62 0.46
C 0.74 1.19 0.70
N -0.43 1.42 0.22
H -2.70 0.89 -0.89
H -2.65 -0.07 0.63
H -2.50 -0.92 -0.93
H -0.07 -1.78 -0.45
H -0.24 0.52 -1.75
H 2.67 -1.64 0.18
H 3.24 0.07 0.72
H 1.33 2.00 1.11
```

<D>
Entry from OMol25: C5H8N2 in the gas phase (ωB97M-V/def2-TZVPD).

Its SMILES is N#C[C@H](N)C1CC1. The value obtained for the HOMO-LUMO gap is 10.921 eV.

Geometry as XYZ:
```
15
C5H8N2 (ωB97M-V/def2-TZVPD)
N 1.11 -2.45 -0.01
C 0.27 -1.65 -0.01
C -0.78 -0.62 -0.09
N -1.80 -0.91 -1.08
C -0.15 0.76 -0.02
C 1.19 1.41 -0.18
C 0.88 0.78 1.13
H -1.34 -0.61 0.86
H -2.25 -1.78 -0.78
H -1.39 -1.10 -1.99
H -0.95 1.49 -0.25
H 2.00 1.04 -0.81
H 1.06 2.49 -0.16
H 0.64 1.26 2.07
H 1.51 -0.11 1.31
```

Most stable to least stable, the ends of the list are <A> and <B>.